Entry 1:
Computed, not measured: a structure of composition C18H29BaN8O2S, with the ωB97M-V functional and the def2-TZVPD basis.

Last column: Löwdin charge in e.
Cartesian coordinates (Å):
1 Ba -0.15 0.00 0.41  1.4514
2 N -2.45 3.17 3.60  0.1371
3 C -1.84 2.71 2.45  -0.5893
4 O -0.62 2.56 2.43  -0.0374
5 C -2.76 2.39 1.32  -0.3213
6 C -2.80 0.86 1.18  -0.3603
7 H -1.90 3.15 4.44  0.0881
8 H -3.44 3.05 3.68  0.0829
9 H -2.33 2.85 0.43  0.0598
10 H -3.73 2.90 1.49  0.0828
11 H -3.51 0.59 0.38  -0.0215
12 H -3.24 0.46 2.11  -0.0257
13 N 2.80 -0.75 4.34  0.0948
14 C 3.82 0.00 3.78  -0.0896
15 C 3.44 0.22 2.50  -0.1478
16 N 2.23 -0.35 2.24  0.0511
17 C 1.85 -0.93 3.37  -0.2855
18 C 0.63 -1.66 3.53  -0.2885
19 N -0.24 -1.86 2.57  0.0212
20 C -1.25 -2.60 3.13  -0.1235
21 C -0.99 -2.85 4.44  -0.0889
22 N 0.23 -2.25 4.70  0.0977
23 H 2.76 -1.05 5.30  0.1397
24 H 4.69 0.28 4.34  0.1019
25 H 3.97 0.76 1.72  0.0493
26 H -2.10 -2.89 2.53  0.1124
27 H -1.53 -3.39 5.19  0.1022
28 H 0.66 -2.20 5.60  0.1402
29 C 1.70 0.06 -3.56  -0.0787
30 N 1.98 1.44 -3.21  -0.1556
31 C 1.40 2.55 -3.95  -0.1356
32 C 1.59 3.74 -3.01  -0.1730
33 N 2.66 3.26 -2.15  0.0009
34 C 2.67 1.87 -2.15  -0.8834
35 S 3.45 0.95 -1.00  0.5889
36 H 1.44 0.04 -4.62  0.0812
37 H 0.88 -0.36 -2.92  0.0283
38 H 2.60 -0.54 -3.40  0.0693
39 H 0.36 2.35 -4.19  0.1141
40 H 1.96 2.69 -4.89  0.1190
41 H 0.68 3.94 -2.44  0.0781
42 H 1.89 4.64 -3.54  0.1060
43 H 2.81 3.67 -1.24  0.1110
44 O -1.37 1.50 -2.14  0.0286
45 C -0.76 2.14 -1.44  -0.1175
46 C -1.62 -3.22 -1.11  -0.1236
47 C -1.07 -2.26 -2.20  -0.8742
48 C -0.11 -3.10 -3.08  -0.1099
49 C -2.29 -1.88 -3.09  -0.1076
50 N -0.45 -1.13 -1.63  -0.4691
51 H -2.09 -4.13 -1.52  0.0504
52 H -2.35 -2.68 -0.50  0.0529
53 H -0.79 -3.52 -0.46  0.0502
54 H -0.54 -4.06 -3.40  0.0501
55 H 0.81 -3.29 -2.52  0.0564
56 H 0.16 -2.53 -3.98  0.0484
57 H -2.80 -2.76 -3.52  0.0513
58 H -1.96 -1.23 -3.90  0.0533
59 H -3.01 -1.32 -2.48  0.0565

## Properties
Total charge = -1
Orbital gap = 2.88 eV
Max |F| = 1.37 eV Å⁻¹

Entry 2:
Computed, not measured: a structure of composition C15H33O8P2Sn, with the ωB97M-V functional and the def2-TZVPD basis.

Last column: Löwdin charge in e.
Cartesian coordinates (Å):
1 Sn -1.39 2.04 -2.14  1.3716
2 C 0.71 1.80 3.84  -0.0278
3 C -0.08 1.65 2.55  -0.4139
4 C -1.47 1.10 2.78  -0.0241
5 O 0.67 0.71 1.70  -0.1651
6 P 1.08 1.05 0.23  0.4744
7 O 0.19 2.07 -0.40  -0.4242
8 C 1.13 -0.52 -0.66  -0.1886
9 P -0.54 -1.23 -0.73  0.4588
10 O -1.47 -0.17 -1.23  -0.4214
11 O -1.00 -1.68 0.68  -0.1563
12 C -0.65 -2.86 1.48  -0.3909
13 C -1.54 -4.03 1.08  -0.0322
14 C 0.83 -3.19 1.41  -0.0390
15 O -0.51 -2.55 -1.59  -0.1674
16 C -0.35 -2.77 -3.02  -0.3999
17 C 1.12 -3.03 -3.31  -0.0344
18 C -0.93 -1.67 -3.88  -0.0488
19 O 2.60 1.47 0.22  -0.1666
20 C 3.00 2.86 0.48  -0.4268
21 C 3.14 3.60 -0.83  -0.0324
22 C 4.29 2.80 1.27  -0.0338
23 H 0.19 2.49 4.50  0.0954
24 H 1.71 2.19 3.65  0.0769
25 H 0.80 0.84 4.34  0.0928
26 H -0.14 2.60 2.02  0.1324
27 H -1.43 0.15 3.30  0.0882
28 H -1.98 0.95 1.82  0.0787
29 H -2.04 1.81 3.38  0.0966
30 H 1.88 -1.19 -0.23  0.0842
31 H 1.44 -0.27 -1.68  0.0854
32 H -0.91 -2.54 2.49  0.1425
33 H -1.31 -4.36 0.07  0.0785
34 H -2.59 -3.74 1.13  0.0919
35 H -1.37 -4.86 1.77  0.0937
36 H 1.11 -3.44 0.38  0.0777
37 H 1.03 -4.06 2.03  0.0973
38 H 1.43 -2.36 1.77  0.0824
39 H -0.91 -3.69 -3.19  0.1491
40 H 1.70 -2.11 -3.18  0.0761
41 H 1.23 -3.37 -4.34  0.0954
42 H 1.51 -3.79 -2.65  0.0886
43 H -0.32 -0.77 -3.83  0.0684
44 H -1.94 -1.42 -3.57  0.0837
45 H -0.95 -2.01 -4.92  0.0982
46 H 2.22 3.33 1.09  0.1352
47 H 3.85 3.09 -1.48  0.0945
48 H 3.50 4.61 -0.65  0.0949
49 H 2.17 3.66 -1.34  0.0718
50 H 5.07 2.32 0.68  0.0929
51 H 4.15 2.23 2.19  0.0817
52 H 4.61 3.81 1.53  0.0940
53 C -5.32 1.22 -0.96  -0.0389
54 O -4.58 2.43 -0.74  -0.0490
55 C -3.38 2.50 -1.23  -0.5633
56 O -2.71 3.54 -1.02  -0.1508
57 H -6.29 1.49 -1.38  0.0952
58 H -5.46 0.71 -0.01  0.0940
59 H -4.79 0.57 -1.65  0.0824

## Properties
Total charge = +1
Orbital gap = 9.39 eV
Max |F| = 0.66 eV Å⁻¹

Entry 3:
Computed, not measured: the molecule C6H8O2, with the ωB97M-V functional and the def2-TZVPD basis.

Last column: Löwdin charge in e.
Cartesian coordinates (Å):
1 O -0.87 1.86 -0.33  -0.0402
2 C -0.68 0.66 0.48  -0.2976
3 C -1.78 -0.29 0.18  0.0046
4 C -1.13 -1.40 -0.21  -0.1066
5 O 0.21 -1.40 -0.24  0.0268
6 C 0.51 -0.15 0.12  -0.5129
7 C 1.60 0.39 -0.76  -0.0219
8 C 1.94 -0.12 0.67  -0.0283
9 H -0.31 2.51 0.14  0.0894
10 H -0.69 0.94 1.56  0.1623
11 H -2.84 -0.12 0.29  0.1135
12 H -1.57 -2.41 -0.37  0.1452
13 H 1.92 -0.09 -1.69  0.1104
14 H 1.55 1.62 -0.76  0.1585
15 H 2.25 0.48 1.56  0.1113
16 H 2.22 -1.13 0.85  0.0853

## Properties
Total charge = 0
Orbital gap = 9.41 eV
Max |F| = 5.34 eV Å⁻¹
SMILES = O[C@H]1C=COC12CC2

Number 1: LUMO 1.77 eV, HOMO energy -0.041 Ha, E -1715.44660 Eh. Number 2: LUMO -2.26 eV, HOMO energy -0.428 Ha, E -2090.28296 Eh. Number 3: LUMO 0.84 eV, HOMO energy -0.315 Ha, E -383.79179 Eh.